1.
Density functional theory data (wB97M-V/def2-TZVPD) for a cluster of 5 separate species, C23H42ClN6O22S6 in total at a distorted geometry.

Last column: Löwdin charge in e.
CARTESIAN COORDINATES (ANGSTROEM)
C 5.09 -3.04 2.00  -0.10
C 4.69 -2.22 0.77  -0.27
C 3.78 -1.07 1.13  -0.19
C 3.18 -0.44 -0.15  -0.09
C 2.08 0.49 0.18  -0.21
N 1.15 0.35 1.11  0.25
C 0.39 1.44 1.08  -0.28
N -0.64 1.60 1.95  -0.10
C -0.85 0.51 2.93  -0.15
C -1.61 -0.69 2.34  -0.15
C -2.92 -0.93 3.10  -0.20
C -4.01 -1.66 2.29  -0.26
S -3.61 -3.38 2.21  0.31
O -3.22 -3.84 3.50  -0.33
O -2.68 -3.58 1.14  -0.35
Cl -5.37 -4.31 1.79  0.42
S -1.74 2.87 2.04  0.65
C -2.69 2.74 0.54  -0.11
O -1.09 4.14 2.13  -0.26
O -2.64 2.56 3.11  -0.25
N 0.81 2.30 0.12  0.08
C 0.51 3.64 -0.38  -0.08
C 1.51 4.72 0.05  -0.06
C 1.97 4.74 1.49  -0.52
N 2.90 3.80 1.92  0.18
O 1.61 5.63 2.22  0.08
N 1.89 1.65 -0.45  -0.01
N 2.68 2.20 -1.48  0.20
C 2.28 1.81 -2.61  -0.19
O 1.94 1.44 -3.63  0.31
H 4.23 -3.56 2.42  0.07
H 5.51 -2.41 2.78  0.08
H 5.82 -3.80 1.72  0.07
H 5.61 -1.83 0.34  0.11
H 4.22 -2.90 0.06  0.11
H 2.96 -1.38 1.78  0.11
H 4.36 -0.30 1.63  0.12
H 3.96 0.11 -0.66  0.12
H 2.80 -1.22 -0.80  0.13
H 0.13 0.19 3.28  0.12
H -1.38 0.90 3.78  0.11
H -0.99 -1.58 2.41  0.12
H -1.82 -0.52 1.28  0.11
H -2.73 -1.50 4.00  0.12
H -3.37 0.03 3.38  0.11
H -4.04 -1.27 1.27  0.07
H -4.96 -1.55 2.80  0.11
H -2.78 3.75 0.15  0.08
H -3.64 2.27 0.75  0.08
H -2.14 2.16 -0.20  0.04
H 0.57 3.57 -1.47  0.13
H -0.50 3.94 -0.16  0.09
H 2.40 4.62 -0.58  0.11
H 1.09 5.70 -0.16  0.12
H 3.00 3.84 2.93  0.12
H 2.75 2.84 1.63  0.07
C -1.84 -6.57 0.13  -0.17
C -2.24 -7.86 0.82  -0.15
O -1.95 -8.88 -0.15  -0.18
S -0.67 -8.47 -1.00  0.59
O 0.49 -9.09 -0.48  -0.21
O -1.00 -8.57 -2.38  -0.22
O -0.64 -6.92 -0.59  -0.20
H -2.59 -6.25 -0.59  0.13
H -1.63 -5.77 0.82  0.11
H -3.29 -7.89 1.08  0.14
H -1.64 -8.04 1.71  0.14
C 4.51 -4.40 -4.01  -0.14
C 3.22 -3.66 -4.28  -0.15
O 3.41 -2.38 -3.65  -0.21
S 4.96 -1.96 -3.77  0.58
O 5.13 -1.09 -4.87  -0.21
O 5.41 -1.60 -2.48  -0.23
O 5.52 -3.39 -4.16  -0.17
H 4.56 -4.79 -3.00  0.14
H 4.70 -5.20 -4.72  0.14
H 2.35 -4.16 -3.84  0.14
H 3.05 -3.51 -5.35  0.14
C -4.31 -0.89 -4.20  -0.13
C -3.19 -1.66 -3.53  -0.14
O -2.67 -0.72 -2.56  -0.19
S -3.85 0.18 -2.00  0.59
O -4.31 -0.34 -0.76  -0.22
O -3.45 1.54 -2.09  -0.23
O -4.92 -0.16 -3.12  -0.17
H -3.94 -0.18 -4.93  0.14
H -5.05 -1.54 -4.66  0.14
H -2.40 -1.94 -4.22  0.14
H -3.55 -2.54 -3.00  0.14
C -1.27 8.39 2.30  -0.15
C -1.01 7.57 1.05  -0.18
O -1.70 8.27 0.01  -0.19
S -1.67 9.85 0.31  0.60
O -0.62 10.44 -0.43  -0.21
O -3.00 10.34 0.23  -0.21
O -1.22 9.75 1.84  -0.18
H -2.27 8.20 2.70  0.14
H -0.53 8.23 3.07  0.14
H -1.38 6.56 1.13  0.11
H 0.06 7.56 0.81  0.12

As for the spin multiplicity: 1. As for the energy relative to the best compared isomer or geometry (same formula, charge and spin): 0.00 kJ/mol. For the LUMO energy, the calculation gives -3.33 eV. Its total charge is +1.



2.
Density functional theory data (wB97M-V/def2-TZVPD) for a structure of composition C23H42HgN2O3P2 at a distorted geometry.

Last column: Löwdin charge in e.
CARTESIAN COORDINATES (ANGSTROEM)
P 0.27 -2.32 -3.09  0.90
P 1.36 1.42 -2.80  0.77
C 0.36 -0.85 -4.21  -0.36
C 1.57 0.07 -4.06  -0.43
H -0.62 -0.34 -4.11  0.07
H 0.36 -1.29 -5.23  0.09
H 2.47 -0.50 -3.80  0.05
H 1.74 0.59 -5.01  0.09
C -0.13 2.24 -3.54  -0.22
H -0.43 3.12 -2.96  0.06
H -1.00 1.58 -3.65  0.02
H 0.16 2.59 -4.55  0.06
C 2.65 2.53 -3.45  -0.28
H 2.27 3.00 -4.36  0.05
H 3.56 1.97 -3.68  0.05
H 2.88 3.31 -2.72  0.05
C -0.58 -3.49 -4.19  -0.23
H -0.86 -4.40 -3.64  0.06
H 0.12 -3.73 -5.00  0.05
H -1.48 -3.03 -4.60  0.05
C 1.90 -3.02 -2.76  -0.24
H 2.69 -2.25 -2.69  0.00
H 2.13 -3.69 -3.61  0.05
H 1.88 -3.61 -1.83  0.06
Hg 2.36 -0.05 -1.10  1.03
C -2.64 0.90 -1.39  -0.12
C -3.43 0.52 -2.40  -0.13
C -3.71 -0.86 -2.92  -0.19
C -3.66 -2.01 -1.89  -0.24
C -2.43 -2.77 -1.94  -0.20
C -1.14 -2.30 -1.58  -0.37
C -0.86 -0.85 -1.14  -0.26
C -1.94 -0.03 -0.43  -0.19
C 2.79 -1.31 0.54  -0.28
H -2.38 1.97 -1.25  0.10
H -4.01 1.31 -2.92  0.10
H -3.03 -1.08 -3.77  0.10
H -4.72 -0.85 -3.35  0.10
H -3.84 -1.63 -0.88  0.10
H -4.48 -2.71 -2.11  0.11
H -2.50 -3.84 -2.18  0.08
H -0.58 -3.03 -0.96  0.11
H -0.57 -0.26 -2.05  0.02
H 0.04 -0.84 -0.47  0.04
H -2.64 -0.69 0.10  0.11
H -1.40 0.56 0.33  0.10
H 2.89 -0.58 1.37  -0.03
H 3.72 -1.89 0.41  -0.02
H 1.92 -1.94 0.77  -0.01
C 0.42 3.73 4.08  -0.09
C 0.65 2.91 5.34  -0.19
C 0.47 1.37 5.16  -0.30
C 0.68 0.63 6.50  -0.18
C 1.92 1.01 7.28  -0.11
C -0.95 1.05 4.69  -0.40
O -1.95 1.67 5.06  0.07
N -1.02 -0.06 3.87  0.18
C -0.10 -0.26 2.80  -0.54
O -0.41 -1.01 1.87  -0.01
N 1.08 0.40 2.89  0.14
C 1.50 0.83 4.09  -0.46
O 2.71 0.84 4.39  0.00
H 1.11 3.43 3.28  0.07
H 0.57 4.79 4.31  0.07
H -0.61 3.58 3.73  0.07
H 1.66 3.09 5.72  0.11
H -0.05 3.22 6.12  0.12
H -0.21 0.79 7.13  0.12
H 0.73 -0.44 6.25  0.12
H 1.81 1.98 7.77  0.07
H 2.09 0.26 8.06  0.07
H 2.80 1.02 6.63  0.07
H -1.95 -0.43 3.71  0.15

As for the spin multiplicity: 1. As for the energy relative to the best compared isomer or geometry (same formula, charge and spin): 363.98 kJ/mol. For the LUMO energy (alpha / beta), the calculation gives -1.48 / -1.48 eV.